1.
C29H49BCl40O6 | ωB97M-V with the def2-TZVPD basis set

Last column: Mulliken charge in e.
Atoms and positions in Å:
O  -1.594  7.510  1.810  -0.594
C  -0.556  6.882  1.682  -0.200
C  0.178  6.880  0.394  -0.251
C  1.288  6.188  0.176  0.739
C  2.060  6.137  -1.091  -1.570
C  1.240  5.406  -2.169  0.494
C  0.854  3.899  -1.755  -0.743
O  -0.031  5.205  -1.855  -0.340
C  1.866  5.399  1.311  0.416
O  2.923  4.804  1.203  -0.661
C  1.127  5.375  2.613  0.147
O  1.668  4.624  3.624  -0.458
B  2.197  5.515  4.567  0.902
O  1.428  5.989  5.620  -0.473
O  3.505  5.912  4.475  -0.468
C  0.000  6.059  2.782  -0.166
H  -0.248  7.459  -0.410  0.449
H  2.935  5.505  -1.015  0.321
H  2.279  7.122  -1.493  0.560
H  1.514  5.574  -3.192  0.499
H  0.107  3.465  -1.068  0.182
H  1.599  3.992  -0.912  0.214
H  1.238  6.928  5.426  0.045
H  3.553  6.834  4.745  0.227
H  -0.549  6.044  3.709  0.723
C  0.921  1.236  1.677  0.502
Cl  2.463  0.399  1.551  -0.159
Cl  0.189  1.537  0.089  -0.092
H  0.240  0.622  2.258  0.251
H  1.082  2.188  2.173  -0.487
C  -2.722  0.024  -1.352  0.444
Cl  -2.125  1.156  -2.568  -0.119
Cl  -2.690  -1.644  -1.941  -0.162
H  -2.085  0.093  -0.477  -0.057
H  -3.751  0.290  -1.098  -0.134
C  -0.626  0.069  -6.079  -0.002
Cl  -0.103  1.609  -6.766  -0.162
Cl  0.481  -1.246  -6.506  -0.155
H  -0.656  0.157  -5.000  0.050
H  -1.611  -0.168  -6.462  0.261
C  0.650  9.414  7.550  -0.215
Cl  -1.006  9.998  7.674  -0.154
Cl  1.063  8.962  5.885  -0.135
H  1.328  10.201  7.864  0.272
H  0.764  8.541  8.182  0.230
C  4.428  8.619  7.928  0.434
Cl  4.212  9.224  6.277  -0.154
Cl  4.410  9.934  9.106  -0.168
H  3.616  7.935  8.155  0.229
H  5.378  8.101  7.991  -0.327
C  0.607  2.768  7.445  0.347
Cl  0.326  1.107  6.905  -0.097
Cl  -0.724  3.371  8.438  -0.174
H  1.518  2.794  8.031  0.268
H  0.702  3.402  6.571  -0.360
C  1.293  -2.655  7.174  -0.273
Cl  2.832  -3.524  7.129  -0.159
Cl  0.654  -2.383  5.548  -0.049
H  0.577  -3.241  7.738  0.301
H  1.449  -1.694  7.650  0.189
C  1.413  -4.082  -8.593  0.037
Cl  3.051  -4.366  -7.993  -0.173
Cl  0.601  -5.598  -9.011  -0.170
H  0.842  -3.585  -7.820  -0.008
H  1.469  -3.461  -9.478  0.310
C  -2.444  -3.501  3.524  -0.181
Cl  -1.751  -2.393  2.334  -0.078
Cl  -2.430  -5.173  2.950  -0.179
H  -1.860  -3.443  4.435  0.125
H  -3.470  -3.208  3.716  0.305
C  3.369  -3.367  2.777  -0.398
Cl  1.756  -2.805  2.327  0.016
Cl  4.195  -4.152  1.429  -0.153
H  3.957  -2.514  3.095  0.231
H  3.273  -4.079  3.589  0.298
C  -1.666  -5.240  -0.590  0.607
Cl  -3.285  -5.779  -1.057  -0.163
Cl  -0.432  -6.437  -1.003  -0.173
H  -1.445  -4.317  -1.116  -0.010
H  -1.649  -5.075  0.480  -0.253
C  3.485  -7.585  -6.327  0.269
Cl  2.933  -7.708  -4.652  -0.145
Cl  5.171  -8.092  -6.502  -0.166
H  2.865  -8.224  -6.945  0.248
H  3.399  -6.554  -6.646  -0.198
C  -6.865  1.277  -1.714  0.072
Cl  -6.679  -0.267  -2.557  -0.153
Cl  -5.302  1.905  -1.169  -0.159
H  -7.311  1.995  -2.392  0.302
H  -7.504  1.132  -0.850  -0.059
C  -1.792  -7.040  -11.968  0.023
Cl  -1.161  -5.945  -13.202  -0.157
Cl  -1.832  -8.715  -12.535  -0.158
H  -1.154  -6.984  -11.095  0.007
H  -2.801  -6.736  -11.716  0.277
C  -5.379  -6.908  4.685  -0.097
Cl  -4.872  -5.677  5.849  -0.154
Cl  -5.454  -8.513  5.420  -0.157
H  -6.363  -6.649  4.314  0.281
H  -4.663  -6.929  3.873  0.119
C  7.802  6.061  7.711  -0.236
Cl  7.338  4.575  6.880  -0.134
Cl  6.775  6.373  9.121  -0.165
H  8.828  5.969  8.046  0.314
H  7.705  6.891  7.020  0.225
C  -1.930  -10.000  -16.345  0.113
Cl  -3.585  -10.348  -16.860  -0.153
Cl  -0.814  -11.291  -16.809  -0.154
H  -1.607  -9.078  -16.811  0.256
H  -1.916  -9.901  -15.267  -0.054
C  8.201  -3.787  2.858  -0.284
Cl  7.941  -5.439  2.294  -0.144
Cl  6.847  -3.204  3.835  -0.121
H  9.099  -3.763  3.465  0.301
H  8.311  -3.138  1.998  0.252
C  -10.825  1.721  -0.692  -0.249
Cl  -10.562  2.389  -2.307  -0.143
Cl  -9.457  2.052  0.381  -0.151
H  -11.713  2.172  -0.268  0.304
H  -10.948  0.648  -0.775  0.259
C  -4.280  -5.342  -4.603  -0.383
Cl  -3.860  -3.969  -3.577  -0.034
Cl  -4.622  -4.844  -6.267  -0.172
H  -3.447  -6.036  -4.613  0.296
H  -5.163  -5.822  -4.197  0.295

Values from the calculation:
HOMO energy, eV: -8.9
Frontier orbital gap, eV: 7.25
Charge: 0
DFT total energy, eV: -544723.21098

***

2.
C29H49BF5N5O3 | ωB97M-V with the def2-TZVPD basis set

Last column: Mulliken charge in e.
Atoms and positions in Å:
C  1.890  6.092  1.714  -0.988
C  2.429  4.767  2.563  -0.131
C  4.068  4.537  2.368  -0.661
C  4.543  3.004  2.789  -0.590
C  5.703  2.397  1.755  -0.620
C  5.445  0.785  1.615  -0.632
C  5.126  0.285  0.062  -0.562
C  3.754  -0.573  0.097  -0.583
N  2.448  0.131  -0.178  0.581
C  1.259  -0.589  -0.352  -0.088
N  -0.131  -0.108  -0.722  -0.420
C  -1.221  -1.144  -0.816  -0.091
C  -2.817  -1.030  -1.184  -0.160
C  -3.319  0.452  -0.628  0.057
C  -3.078  0.567  1.024  -0.734
O  -4.766  0.626  -0.836  -0.326
C  -5.057  1.705  -1.792  -0.604
C  -4.814  1.047  -3.308  0.456
C  -5.887  -0.168  -3.711  -0.255
C  -5.692  -0.901  -5.175  -0.380
C  -4.483  -0.385  -6.161  -0.344
C  -3.419  0.811  -5.741  -0.416
C  -3.585  1.550  -4.279  -0.277
N  -0.366  -2.374  -0.454  0.888
C  -1.208  -3.617  -0.423  -1.082
O  -1.748  -4.015  -1.764  -0.276
C  -0.763  -4.840  -2.483  0.503
C  0.593  -4.109  -3.121  -0.565
O  -1.022  -6.156  -2.618  -0.532
N  0.962  -2.068  -0.230  0.635
C  1.846  -3.199  0.166  -0.890
C  1.940  -3.167  1.837  -0.308
C  0.838  -4.244  2.477  -0.700
C  -0.498  -3.424  2.980  -0.150
N  -0.074  -2.669  4.257  -0.629
C  2.491  1.640  -0.299  0.818
C  2.832  2.055  -1.883  -1.063
F  1.214  2.355  0.012  -0.323
H  1.993  7.100  2.333  0.291
H  2.511  6.263  0.724  0.249
H  0.750  6.010  1.417  0.294
H  2.120  4.893  3.692  0.305
H  1.792  3.855  2.144  0.030
H  4.583  5.265  3.126  0.349
H  4.297  4.764  1.237  0.201
H  3.578  2.325  2.614  0.226
H  4.960  2.921  3.880  0.414
H  5.718  2.929  0.713  0.260
H  6.771  2.599  2.247  0.351
H  4.617  0.418  2.391  0.342
H  6.450  0.256  1.984  0.374
H  6.011  -0.474  -0.198  0.413
H  5.198  1.138  -0.733  0.272
H  3.668  -1.095  1.141  0.104
H  3.871  -1.348  -0.808  0.183
H  -3.475  -1.910  -0.774  0.306
H  -2.947  -0.999  -2.366  0.171
H  -2.717  1.345  -1.092  0.199
H  -3.334  -0.455  1.539  0.151
H  -3.906  1.346  1.390  0.284
H  -2.016  0.995  1.284  0.213
H  -6.193  2.007  -1.659  0.326
H  -4.436  2.690  -1.624  0.276
H  -6.734  -0.474  -2.931  0.324
H  -6.474  -1.755  -5.438  0.287
H  -4.407  -0.927  -7.221  0.268
H  -2.562  1.150  -6.474  0.290
H  -2.887  2.396  -3.862  0.282
H  -0.728  -4.550  0.097  0.385
H  -2.180  -3.356  0.219  0.350
H  1.525  -4.667  -2.651  0.190
H  0.614  -2.958  -2.874  0.116
H  0.530  -4.199  -4.292  0.360
H  2.935  -3.208  -0.255  0.289
H  1.430  -4.293  -0.071  0.429
H  1.795  -2.070  2.265  0.058
H  3.005  -3.580  2.125  0.331
H  1.332  -4.736  3.444  0.419
H  0.596  -5.138  1.757  0.282
H  -1.435  -4.099  3.187  0.368
H  -0.788  -2.572  2.199  -0.077
H  0.279  -1.727  3.969  0.222
H  -0.877  -2.610  4.925  0.265
H  3.239  2.172  0.467  -0.511
H  1.894  2.446  -2.464  0.352
H  3.770  2.758  -1.956  0.278
H  3.152  1.041  -2.426  0.286
B  -6.464  1.219  3.221  0.661
F  -6.098  2.318  2.342  -0.431
F  -5.399  0.229  3.228  -0.409
F  -6.667  1.723  4.569  -0.395
F  -7.692  0.605  2.743  -0.411

Values from the calculation:
HOMO energy, eV: -8.6
Frontier orbital gap, eV: 7.06
Charge: 0
Energy above the lowest of the compared OMol25 structures with the same formula, charge and spin, kcal/mol: 540.7
DFT total energy, eV: -58705.39842

***

- What is the formula in the first record?
  C29H49BCl40O6

***

- The highest HOMO energy belongs to which entry?
  C29H49BF5N5O3

***

- Among the records above, which one has the highest HOMO energy?
  C29H49BF5N5O3